1.
Computed, not measured: a 6-piece molecular cluster, C25H56IN7O9PS overall, with ωB97M-V/def2-TZVPD.

```
100
Properties=species:S:1:pos:R:3:forces:R:3
I -3.694762 1.509508 -1.916212 0.0 0.0 0.0
S 0.275131 -5.158805 -5.826589 0.0 0.4 0.1
P -0.321221 -3.353826 -5.865362 0.0 -0.6 -0.4
O 4.710711 3.025432 4.673094 -0.1 0.0 0.0
O -2.509104 -6.656679 -4.735098 -0.1 0.1 0.0
O 0.459877 1.624857 1.354385 0.0 0.1 0.0
O 9.150124 5.287232 6.059236 0.0 0.1 0.0
O -5.485079 -3.485081 -0.499735 0.0 -0.4 -0.2
O 0.703275 -2.229125 -5.310620 -0.4 0.0 0.2
O -3.620621 -4.028882 -1.434533 -0.3 0.4 -0.2
O -0.705853 -2.745473 -7.303054 0.1 0.3 0.6
O -6.042914 3.840385 1.231279 0.0 0.0 0.0
N -7.296203 2.012532 0.895419 0.0 0.0 0.0
N -3.204529 -8.503759 -5.803899 0.0 0.0 0.0
N 0.616385 2.560639 3.383565 0.0 0.0 0.0
N -2.020154 -1.467781 -4.905013 -0.5 0.1 -0.2
N 4.979051 3.959349 6.695883 0.0 0.0 0.0
N -4.483818 -4.011871 -0.262614 0.2 0.4 0.3
N 9.331490 7.515511 6.229675 0.0 0.0 0.0
C -8.473133 1.262619 0.507709 0.2 0.0 0.1
C -1.351925 -8.679293 -4.210175 0.0 0.0 0.0
C 9.524479 8.871784 5.754616 0.0 -0.1 0.1
C -8.252865 4.218746 0.395432 0.0 0.0 0.0
C -3.048617 -3.526452 -5.825139 0.0 0.2 0.1
C 9.546660 6.472299 4.020261 0.0 -0.1 0.0
C -7.105144 3.360733 0.876169 0.0 0.0 0.0
C -1.896867 -2.970000 -4.977520 0.0 -0.5 -0.3
C 5.460053 3.325040 5.595874 0.0 0.0 0.0
C 1.161437 1.943718 2.311833 0.0 0.1 0.0
C -2.396592 -7.862075 -4.930053 0.0 0.0 0.0
C -3.207206 -9.911922 -6.156782 -0.1 0.1 0.0
C -3.141772 -1.021538 -4.014903 0.0 0.0 0.3
C -1.896404 -3.591516 -3.564858 0.4 0.3 0.0
C -2.362893 -3.409162 -1.145758 0.2 -0.4 0.2
C -0.448107 -0.828594 -0.113873 -0.4 -0.4 0.4
C 5.720358 4.403279 7.861172 -0.1 0.0 0.0
C -1.860755 -0.277259 -0.347450 0.1 0.4 0.0
C -2.262493 -0.103976 -1.818797 0.1 -0.4 0.0
C 1.279155 3.010046 4.595573 -0.2 0.0 -0.1
C 2.643052 1.668392 2.342652 0.0 0.0 -0.1
C -1.960492 -2.599175 -2.378831 0.2 0.0 -0.1
C 9.326338 6.366549 5.510809 0.0 0.0 0.0
C -2.846669 -1.337943 -2.543033 -0.3 0.0 0.1
C 6.934240 3.024230 5.571096 -0.1 0.0 -0.1
H 10.517505 6.916907 3.799949 0.0 0.0 0.0
H -3.998048 -3.415990 -5.298335 0.1 -0.1 0.0
H -1.375769 0.239944 -2.363080 -0.1 0.2 0.0
H 5.343188 3.920943 8.764454 0.0 0.0 0.0
H 9.513914 5.471024 3.602452 0.0 0.0 0.0
H 0.247181 -0.498680 -0.887403 0.0 0.0 0.1
H 0.033540 -2.826858 -7.916962 0.0 0.0 -0.3
H -8.522433 3.972931 -0.632428 0.0 0.0 0.0
H 1.150415 4.087597 4.711049 0.1 0.0 0.0
H -1.600007 -4.167613 -0.937490 -0.1 0.0 -0.1
H -1.814119 -9.463664 -3.610365 0.0 0.0 0.0
H -3.122011 -3.035744 -6.796796 0.0 0.0 0.0
H -7.937523 5.256216 0.440540 0.0 0.0 0.0
H -4.046031 -1.523171 -4.349943 0.1 -0.1 -0.1
H 10.398390 9.323026 6.226185 0.0 0.0 0.0
H -0.104561 -0.428304 0.838300 0.2 0.0 -0.2
H 6.772342 4.163024 7.750267 0.0 0.0 0.0
H -0.961786 -4.146826 -3.441512 -0.2 -0.1 0.0
H 2.343073 2.792374 4.558925 0.0 0.0 0.0
H 3.987373 4.134044 6.667273 0.0 0.0 0.0
H -2.868350 -4.592517 -5.972878 -0.1 0.0 0.1
H -6.493643 1.501822 1.227908 0.0 0.0 0.0
H -9.131677 4.086853 1.027390 0.0 0.0 0.0
H 1.202722 -2.580220 -4.561543 0.3 0.0 -0.1
H 9.673698 8.876630 4.680266 0.0 0.0 0.0
H -2.221441 -1.139045 -5.851393 0.1 0.0 0.0
H -2.455552 -2.787801 -0.257017 0.0 0.0 -0.1
H 0.842327 2.514035 5.464270 0.1 0.0 0.0
H -1.877842 0.714939 0.106048 0.1 0.0 0.0
H -0.662903 -9.141022 -4.918068 0.0 0.0 0.0
H -8.854409 0.679588 1.347697 -0.1 0.0 0.0
H -1.139024 -1.027538 -4.628700 0.1 -0.1 0.1
H -8.241318 0.573177 -0.306690 0.0 0.0 0.0
H -9.256113 1.935706 0.174764 0.0 0.0 0.0
H -0.375865 2.717034 3.297703 0.0 0.0 0.0
H 9.184266 7.374704 7.216822 0.0 0.0 0.0
H 2.902990 1.023855 3.182210 0.1 0.1 0.0
H 2.915487 1.173440 1.415082 0.0 0.0 0.0
H -3.273929 0.046802 -4.173576 0.0 0.0 0.0
H 3.214485 2.591060 2.439120 0.0 0.0 0.1
H 8.653642 9.487123 5.984722 0.0 0.0 0.0
H -2.679586 -4.344644 -3.529902 -0.1 0.1 0.0
H -0.930361 -2.263850 -2.209150 -0.1 0.1 0.1
H -0.424182 -1.919196 -0.024011 0.1 0.1 -0.2
H 8.770065 7.078618 3.552818 0.0 0.0 0.0
H 7.522445 3.940076 5.658784 0.0 -0.2 0.0
H 7.167232 2.527207 4.634139 0.0 0.0 0.0
H 5.627969 5.483622 7.984654 0.0 0.0 0.0
H -3.818385 -1.562599 -2.091910 0.0 0.0 0.0
H 7.206397 2.367000 6.398173 0.0 0.0 0.0
H -3.881449 -7.904723 -6.249526 0.0 0.0 0.0
H -2.627330 -0.846539 0.187071 0.0 0.0 0.0
H -4.170612 -10.363449 -5.918569 0.0 0.0 0.0
H -3.020677 -10.039076 -7.223488 0.0 0.0 0.0
H -2.435040 -10.439190 -5.607456 0.0 0.0 0.0
H -0.794296 -8.015755 -3.556674 0.0 0.0 0.0
```
Positions in Å, forces in eV/Å.

Output
2S+1: 1
Net charge: +1
E_tot: -3083.7216 Ha
Orbital gap: 8.2971 eV
LUMO level: -2.37 eV

---

2.
Computed, not measured: a 4-piece molecular cluster, C25H57ClN3O9S overall, with ωB97M-V/def2-TZVPD.

```
96
Properties=species:S:1:pos:R:3:forces:R:3
Cl -1.808650 4.123118 1.914961 0.2 0.3 0.1
S 1.236436 4.340615 7.658038 0.2 0.3 0.2
O 0.552148 -4.118447 3.989754 -0.1 0.1 -0.1
O -1.042905 -2.573368 1.828112 0.1 0.1 0.2
O 2.120237 -3.038297 -6.649193 -0.1 0.2 0.0
O -2.202773 1.854024 -5.060853 0.2 0.0 0.1
O -3.167542 3.943322 -2.372441 -0.1 -0.2 0.0
O -1.862716 1.151650 -2.072456 0.0 0.1 0.0
O 2.552371 -2.646089 -3.184616 0.2 0.0 0.0
O -2.394761 -5.042462 3.924708 0.1 -0.1 -0.1
O 3.285803 -0.509586 -5.307308 0.0 -0.1 0.1
N 2.061687 3.763210 6.258368 -0.6 -0.4 0.5
N 0.567788 4.200328 4.379509 -0.4 -1.2 0.7
N 2.445250 5.429061 4.702886 0.4 0.7 0.2
C 1.263925 -3.314478 -7.734883 0.0 0.0 0.1
C -2.139173 3.521339 -1.498691 0.0 0.2 -0.4
C 1.391743 1.930850 4.738650 0.4 1.1 0.3
C -0.583411 -3.677078 4.721051 0.2 0.0 0.1
C 0.260643 -3.130957 1.760149 -0.3 -0.1 -0.2
C -1.421903 1.660828 -6.219192 0.0 0.1 0.0
C -2.926477 0.877258 -2.981950 0.0 -0.2 0.1
C 0.503148 2.677260 1.647429 -0.6 0.5 -0.5
C -0.888217 2.627356 2.254594 0.2 -0.9 0.3
C 2.340940 -1.245594 -3.163829 -0.2 -0.3 0.0
C 2.095954 -0.720041 -4.561319 0.1 0.2 -0.1
C 0.353603 -4.381161 2.604841 0.2 -0.1 0.1
C 3.923759 -1.671839 -5.824373 0.1 0.1 -0.1
C 3.232814 -2.250397 -7.038858 -0.1 -0.3 0.1
C -2.450520 0.628289 -4.394018 -0.2 0.3 -0.2
C 0.142174 2.801479 4.655596 -0.4 -0.7 -0.2
C -4.166738 4.672015 -1.695731 0.0 0.0 -0.1
C -1.069484 -1.249432 1.360753 -0.1 -0.1 0.0
C -3.086137 -6.266831 4.053844 0.0 0.1 0.0
C -0.976685 2.294234 3.748899 0.1 1.1 0.0
C -1.566778 -4.780542 5.042640 -0.3 0.1 -0.2
C -1.289436 2.449768 -2.146338 0.0 -0.1 0.1
C 1.671201 4.467155 5.114148 0.6 0.4 0.1
C 3.119789 -3.113312 -1.983388 -0.1 0.0 -0.1
C 2.064508 2.282243 6.064531 0.1 -0.6 -0.5
H 1.245366 -4.927172 2.291212 0.0 0.0 0.0
H -0.506379 -5.032999 2.445689 -0.1 0.1 0.0
H 4.914771 -1.335903 -6.136061 0.0 0.0 0.0
H -0.182867 -3.305560 5.667796 0.0 0.0 0.0
H -0.436800 -0.608803 1.995741 0.1 0.1 -0.1
H 0.396675 2.519045 0.582252 0.1 -0.1 -0.3
H -1.277040 2.626866 -6.698157 -0.1 0.0 0.0
H -1.028228 2.714682 -3.172336 -0.1 0.1 0.0
H 2.113910 2.177417 3.963902 -0.2 -0.2 -0.5
H 3.233970 -4.192015 -2.068007 0.0 0.0 0.0
H 3.938082 -2.892195 -7.584808 0.1 0.1 -0.1
H -0.358081 2.378819 -1.576352 0.0 0.0 0.0
H 0.472801 -3.384107 0.712400 0.1 0.0 0.0
H -2.569858 3.128144 -0.571321 0.0 0.0 0.0
H -2.384354 -7.106612 4.105786 0.0 0.0 0.1
H -3.747979 5.567162 -1.220214 0.0 0.0 0.1
H -1.919664 0.986937 -6.925183 0.1 0.0 0.0
H 1.644395 0.271127 -4.466241 0.0 0.0 0.0
H 4.058766 -2.428617 -5.050027 -0.1 -0.1 0.0
H -3.711540 -6.389962 3.172480 0.0 0.0 0.0
H 3.079547 1.910810 6.094217 0.3 0.1 0.1
H 2.471167 -2.889056 -1.127258 0.1 0.0 0.1
H 0.448885 -3.934416 -7.366890 0.0 0.0 0.0
H -3.724245 -6.266744 4.944487 0.0 -0.1 0.0
H 1.510423 1.789634 6.849361 -0.1 0.2 0.5
H 0.842951 -2.388766 -8.144833 0.0 0.0 -0.1
H -2.096725 -0.892748 1.425613 0.0 0.0 0.0
H 2.529654 5.663323 3.721890 -0.7 0.4 0.1
H -3.381410 -0.045165 -2.615562 0.0 0.0 0.0
H -1.890195 2.752510 4.109781 -0.3 0.0 0.1
H 1.456267 -1.041070 -2.541600 0.1 0.2 0.0
H -1.080537 -2.843703 4.219121 -0.1 -0.1 -0.1
H 2.906406 -1.434917 -7.695742 0.1 0.0 0.0
H -3.225711 0.081794 -4.948719 0.1 -0.1 0.1
H 0.054310 3.679330 7.607597 0.1 0.0 -0.3
H 0.910083 3.674347 1.749634 0.4 0.1 0.3
H 1.792620 -3.857535 -8.526257 0.0 0.0 -0.1
H 2.989371 5.955161 5.377910 0.5 -0.5 -0.2
H -3.687579 1.657983 -2.948013 0.1 0.1 -0.1
H 1.159395 1.909067 2.027258 0.1 -0.2 0.2
H -0.437302 1.254639 -5.957813 0.0 -0.1 -0.1
H 1.002338 -2.400412 2.109426 0.0 0.0 0.0
H -1.098452 1.233220 3.925359 0.2 -0.3 -0.1
H -0.150255 4.831055 4.747506 -0.1 0.4 -1.0
H 4.109235 -2.669187 -1.822077 0.0 0.0 0.1
H -1.017714 -5.685251 5.329361 0.0 0.0 0.1
H 3.211380 -0.737041 -2.730460 0.0 0.1 0.0
H -1.509014 4.392169 -1.263813 0.0 -0.1 0.2
H -4.909828 4.978049 -2.428675 0.0 0.0 0.0
H -0.270711 2.788498 5.663525 -0.2 -0.1 0.2
H -1.536414 0.021648 -4.365785 0.0 -0.1 0.0
H -1.421196 1.844765 1.735199 -0.4 -0.1 -0.1
H 1.393172 -1.351250 -5.108771 0.0 -0.2 0.1
H 1.130373 0.888246 4.690107 0.1 -0.4 0.0
H -4.657376 4.049747 -0.937797 0.0 0.1 0.1
H -0.736041 -1.185036 0.318989 0.0 0.1 0.0
H -2.204434 -4.465441 5.881151 0.1 -0.1 0.1
```
Positions in Å, forces in eV/Å.

Output
2S+1: 1
Net charge: +1
E_tot: -2686.1050 Ha
Orbital gap: 6.1060 eV
LUMO level: -4.49 eV

---

Among the records above, which one has the lowest orbital gap?
C25H57ClN3O9S

---

What is the LUMO level in the first record?
-2.37 eV

---

Look up the net charge of the second one.
+1

---

What is the LUMO level in the first record?
-2.37 eV